146
Properties=species:S:1:pos:R:3:lowdin_charge:R:1 method="wB97M-V/def2-TZVPD" e_lumo_ev="3.5 / 3.5" multiplicity=1 e_tot_ha=-4729.09995 charge=-2
K -0.188 -0.656 0.972 0.522
C 4.866 -4.699 3.991 -0.127
C 4.885 -5.376 2.766 -0.127
C 3.955 -5.092 1.777 -0.042
C 3.007 -4.110 2.030 -0.113
C 1.862 -3.602 1.278 -0.308
N 1.592 -4.030 0.041 0.190
C 0.423 -3.846 -0.552 -0.307
C 0.116 -4.342 -1.902 -0.105
C 0.867 -4.961 -2.889 -0.039
C 0.242 -5.293 -4.084 -0.114
C -1.116 -5.032 -4.286 -0.119
C -1.880 -4.438 -3.292 -0.047
C -1.252 -4.077 -2.111 -0.147
C -1.722 -3.462 -0.870 -0.378
N -2.970 -3.100 -0.541 0.176
C -3.156 -3.112 0.777 -0.304
N -3.693 -2.098 1.487 0.187
C -3.254 -2.269 2.746 -0.303
N -3.193 -1.294 3.655 0.186
C -1.997 -1.193 4.222 -0.330
N -0.887 -1.706 3.663 0.143
C 0.189 -1.392 4.420 -0.317
N 1.428 -1.821 4.263 0.186
C 1.798 -2.577 3.214 -0.305
N 1.198 -2.688 2.017 0.102
C 2.975 -3.443 3.270 -0.112
C 3.904 -3.736 4.259 -0.043
C -0.249 -0.574 5.565 -0.115
C 0.419 0.027 6.619 -0.031
C -0.324 0.731 7.558 -0.117
C -1.713 0.834 7.448 -0.123
C -2.384 0.246 6.383 -0.039
C -1.646 -0.441 5.435 -0.115
C -2.715 -3.632 2.949 -0.119
C -2.418 -4.397 4.065 -0.027
C -2.088 -5.730 3.877 -0.100
C -2.053 -6.288 2.596 -0.098
C -2.339 -5.517 1.481 -0.024
C -2.660 -4.184 1.675 -0.117
N -0.698 -3.313 -0.010 0.130
H 5.613 -4.943 4.739 0.080
H 5.635 -6.142 2.597 0.081
H 3.957 -5.624 0.833 0.099
H 1.913 -5.190 -2.722 0.103
H 0.812 -5.767 -4.876 0.084
H -1.573 -5.308 -5.231 0.082
H -2.936 -4.235 -3.432 0.104
H 3.869 -3.224 5.213 0.099
H 1.496 -0.057 6.700 0.106
H 0.177 1.208 8.394 0.086
H -2.268 1.372 8.208 0.084
H -3.461 0.330 6.284 0.107
H -2.434 -3.968 5.061 0.110
H -1.853 -6.354 4.732 0.088
H -1.790 -7.332 2.477 0.088
H -2.299 -5.942 0.483 0.112
O -3.808 5.650 4.534 -0.067
C -2.953 4.674 5.119 -0.214
C -2.433 3.728 4.074 -0.194
C -1.316 2.950 4.353 -0.010
C -0.894 2.034 3.400 -0.102
N -1.521 1.856 2.250 0.137
C -2.577 2.602 1.973 -0.205
C -3.070 3.565 2.853 0.042
C -3.245 2.281 0.689 -0.198
C -3.885 3.243 -0.094 0.031
C -4.474 2.849 -1.286 -0.219
C -5.179 3.834 -2.177 -0.222
O -6.600 3.801 -2.017 -0.067
C -4.425 1.503 -1.638 -0.027
C -3.764 0.617 -0.795 -0.146
N -3.178 1.004 0.325 0.160
H -4.191 6.174 5.238 0.076
H -3.501 4.092 5.871 0.125
H -2.106 5.156 5.621 0.119
H -0.798 3.039 5.301 0.111
H -0.014 1.420 3.567 0.116
H -3.949 4.148 2.615 0.112
H -3.886 4.285 0.202 0.119
H -4.920 3.634 -3.223 0.114
H -4.877 4.853 -1.937 0.115
H -6.865 2.878 -1.948 0.077
H -4.880 1.165 -2.563 0.098
H -3.683 -0.448 -1.004 0.066
N 1.239 1.211 0.150 -0.375
P 1.922 1.729 -1.085 0.492
N 2.982 3.093 -0.910 -0.222
C 3.611 3.213 0.394 -0.252
C 5.076 3.633 0.261 -0.184
C 5.207 4.923 -0.584 -0.206
C 3.848 5.378 -1.122 -0.207
C 3.113 4.228 -1.805 -0.238
N 0.981 2.424 -2.394 -0.204
C -0.369 2.795 -1.970 -0.247
C -0.947 3.865 -2.894 -0.188
C -0.943 3.372 -4.342 -0.216
C 0.470 2.935 -4.733 -0.192
C 1.008 1.898 -3.744 -0.242
N 2.959 0.656 -1.938 -0.212
C 4.193 0.968 -2.617 -0.244
C 5.205 -0.160 -2.438 -0.193
C 4.692 -1.455 -3.086 -0.201
C 3.163 -1.577 -2.941 -0.175
C 2.668 -0.768 -1.750 -0.232
H 3.523 2.241 0.880 0.093
H 3.094 3.931 1.050 0.107
H 5.632 2.821 -0.213 0.094
H 5.500 3.781 1.259 0.096
H 5.877 4.747 -1.431 0.096
H 5.650 5.730 0.007 0.091
H 3.987 6.195 -1.837 0.100
H 3.234 5.761 -0.304 0.105
H 3.677 3.947 -2.713 0.103
H 2.131 4.566 -2.148 0.090
H -0.317 3.153 -0.940 0.100
H -1.046 1.930 -1.969 0.071
H -0.335 4.772 -2.827 0.102
H -1.965 4.115 -2.579 0.090
H -1.298 4.158 -5.018 0.095
H -1.627 2.519 -4.434 0.099
H 1.131 3.809 -4.731 0.104
H 0.473 2.511 -5.744 0.097
H 2.033 1.635 -4.011 0.089
H 0.396 0.992 -3.830 0.051
H 4.594 1.900 -2.213 0.086
H 4.046 1.129 -3.705 0.100
H 5.357 -0.313 -1.367 0.112
H 6.168 0.126 -2.873 0.099
H 5.185 -2.312 -2.620 0.099
H 4.965 -1.466 -4.146 0.094
H 2.866 -2.619 -2.814 0.092
H 2.668 -1.201 -3.843 0.103
H 3.124 -1.165 -0.831 0.118
H 1.590 -0.888 -1.638 0.066
C -2.066 -0.834 -6.637 -0.100
N -1.452 -0.820 -5.333 -0.061
C -2.111 -0.802 -4.150 -0.886
N -3.476 -0.848 -4.216 0.099
S -1.297 -0.781 -2.719 0.791
H -1.322 -1.113 -7.379 0.081
H -2.474 0.146 -6.916 0.078
H -2.871 -1.573 -6.670 0.079
H -0.452 -0.783 -5.246 0.109
H -3.950 -0.449 -5.010 0.081
H -3.917 -0.735 -3.317 0.059

17
Properties=species:S:1:pos:R:3:nbo_charge:R:1 method="wB97M-V/def2-TZVPD" e_lumo_ev=0.9 relative_energy_ev=5.568 multiplicity=1 e_tot_ha=-363.81963
C -0.120 -1.291 0.907 -0.414
C 0.331 0.173 1.195 -0.100
C -1.059 -0.471 0.073 -0.102
C -0.359 -0.054 -1.219 0.081
C 1.124 -0.436 -1.102 -0.424
C 1.110 0.631 -0.030 0.059
H -0.639 -1.752 1.799 0.204
H 0.602 -2.038 0.410 0.204
H 0.897 0.526 2.020 0.204
H -1.684 0.110 1.779 0.348
H -2.085 -0.880 -0.056 0.191
H -0.738 -0.530 -2.242 0.197
H 1.625 -1.359 -0.778 0.190
H 1.701 -0.192 -2.109 0.216
H 2.054 1.112 -0.071 0.215
N -1.115 0.566 1.109 -0.568
O -0.012 1.217 -0.933 -0.502

13
Properties=species:S:1:pos:R:3:nbo_charge:R:1 method="wB97M-V/def2-TZVPD" e_lumo_ev=0.9 smiles="[H]/N=C1/CCCO1" relative_energy_ev=0.721 multiplicity=1 e_tot_ha=-286.60515
H 2.903 0.772 0.153 0.347
N 2.387 -0.042 0.486 -0.691
C 1.156 0.084 0.239 0.565
C 0.075 -0.909 0.602 -0.492
C -1.062 -0.521 -0.340 -0.429
C -0.826 0.981 -0.492 -0.068
O 0.594 1.151 -0.404 -0.505
H 0.435 -1.933 0.499 0.244
H -0.206 -0.752 1.651 0.229
H -2.057 -0.751 0.048 0.221
H -0.945 -1.020 -1.308 0.210
H -1.302 1.550 0.316 0.173
H -1.151 1.390 -1.450 0.196

14
Properties=species:S:1:pos:R:3:nbo_charge:R:1 method="wB97M-V/def2-TZVPD" e_lumo_ev=0.7 smiles="CC(O)=C(N)N" relative_energy_ev=2.486 multiplicity=1 e_tot_ha=-303.80075
C 1.789 -0.607 -0.010 -0.661
C 0.298 -0.693 0.109 0.182
O -0.136 -1.840 0.696 -0.664
C -0.607 0.345 0.054 0.193
N -1.906 0.192 -0.450 -0.807
N -0.202 1.669 -0.015 -0.815
H 2.174 -1.567 -0.371 0.232
H 2.099 0.193 -0.686 0.209
H 2.250 -0.420 0.964 0.212
H -1.131 -1.492 0.789 0.456
H -2.506 0.924 -0.080 0.367
H -2.342 -0.686 -0.199 0.358
H 0.796 1.832 0.027 0.379
H -0.574 2.150 -0.828 0.358

15
Properties=species:S:1:pos:R:3:nbo_charge:R:1 method="wB97M-V/def2-TZVPD" e_lumo_ev="-3.6 / -9.0" relative_energy_ev=4.599 multiplicity=3 s2=2.02 e_tot_ha=-361.87851 charge=+1
C 2.550 -0.552 1.666 0.631
C 1.947 0.386 0.657 0.159
C -0.543 1.190 -0.006 -0.421
C 0.031 -1.308 -0.131 -0.465
N 0.114 -0.024 0.538 -0.440
O 3.105 -1.480 2.072 -0.214
O 2.062 0.640 2.031 -0.357
H 2.103 1.155 -0.076 0.246
H -0.425 2.098 0.433 0.241
H -0.084 1.147 -1.006 0.219
H -1.697 0.929 -0.073 0.253
H 0.900 -2.066 0.002 0.246
H -0.871 -1.819 0.271 0.239
H -0.164 -1.215 -1.220 0.241
H 0.034 -0.207 1.602 0.422

185
Properties=species:S:1:pos:R:3:lowdin_charge:R:1 method="wB97M-V/def2-TZVPD" e_lumo_ev=0.1 smiles="O=S1(=O)CCCC1.O=S1(=O)CCCC1.O=S1(=O)CCCC1.O=S1(=O)CCCC1.O=S1(=O)CCCC1.CCN(CC)CC.CCN(CC)CC.CCN(CC)CC.CCN(CC)CC.CCN(CC)CC" relative_energy_ev=2.970 multiplicity=1 e_tot_ha=-4990.93545
O 7.527 -1.685 -2.020 -0.334
S 6.261 -1.409 -2.665 0.700
O 5.819 -2.053 -3.889 -0.343
C 4.851 -1.598 -1.505 -0.248
C 4.443 -0.208 -1.060 -0.195
C 4.687 0.746 -2.248 -0.198
C 6.083 0.405 -2.727 -0.220
H 5.091 -2.421 -0.836 0.024
H 4.115 -1.966 -2.226 0.080
H 3.378 -0.197 -0.816 0.097
H 4.978 0.118 -0.168 0.122
H 4.732 1.740 -1.795 0.118
H 3.851 0.787 -2.943 0.099
H 6.882 0.767 -2.085 0.103
H 6.351 0.655 -3.756 0.104
O -0.505 0.601 -5.261 -0.332
S 0.943 0.622 -5.363 0.681
O 1.663 1.705 -4.718 -0.342
C 1.648 -0.936 -4.797 -0.226
C 2.041 -1.672 -6.079 -0.214
C 2.507 -0.664 -7.115 -0.216
C 1.519 0.469 -7.084 -0.217
H 1.022 -1.474 -4.084 0.086
H 2.522 -0.771 -4.159 0.086
H 2.759 -2.465 -5.874 0.101
H 1.157 -2.214 -6.429 0.119
H 2.500 -1.176 -8.084 0.119
H 3.552 -0.355 -7.072 0.122
H 0.649 0.400 -7.738 0.109
H 1.894 1.474 -7.289 0.103
O -3.901 4.338 1.989 -0.331
S -4.377 3.762 0.735 0.717
O -3.514 3.859 -0.434 -0.342
C -4.574 1.976 1.128 -0.213
C -6.057 1.656 1.108 -0.199
C -6.912 2.943 1.138 -0.201
C -6.162 4.020 0.385 -0.208
H -4.087 1.789 2.077 0.091
H -4.066 1.581 0.253 0.063
H -6.248 1.005 0.255 0.104
H -6.276 1.026 1.971 0.104
H -7.237 3.247 2.133 0.117
H -7.864 2.722 0.650 0.116
H -6.375 5.080 0.519 0.106
H -6.277 3.896 -0.696 0.107
O -5.323 -1.108 4.244 -0.323
S -5.096 -2.054 3.168 0.672
O -5.752 -1.906 1.881 -0.350
C -3.338 -2.319 2.855 -0.226
C -2.945 -3.622 3.563 -0.206
C -4.077 -3.964 4.554 -0.225
C -5.399 -3.728 3.821 -0.204
H -2.840 -1.401 3.173 0.093
H -3.244 -2.346 1.772 0.093
H -3.039 -4.400 2.801 0.112
H -1.963 -3.531 4.013 0.115
H -4.002 -3.217 5.352 0.115
H -4.043 -4.924 5.062 0.116
H -6.251 -3.642 4.487 0.108
H -5.553 -4.259 2.884 0.104
O -5.872 0.204 -5.183 -0.322
S -4.925 -0.716 -4.599 0.663
O -4.282 -1.651 -5.494 -0.333
C -3.708 0.159 -3.632 -0.213
C -4.376 0.242 -2.249 -0.218
C -4.848 -1.194 -1.974 -0.216
C -5.662 -1.612 -3.196 -0.213
H -3.393 1.059 -4.147 0.113
H -2.902 -0.575 -3.585 0.098
H -3.686 0.524 -1.455 0.076
H -5.237 0.910 -2.173 0.118
H -5.411 -1.323 -1.050 0.105
H -3.957 -1.828 -1.918 0.112
H -6.675 -1.209 -3.100 0.103
H -5.807 -2.656 -3.457 0.103
C -2.872 7.415 3.017 -0.077
C -1.515 6.706 2.972 -0.246
N -0.781 6.907 1.704 -0.168
C -1.465 6.131 0.672 -0.280
C -1.156 6.621 -0.737 -0.078
C 0.580 6.396 1.816 -0.268
C 1.419 7.159 2.839 -0.091
H -2.893 8.305 2.389 0.078
H -3.093 7.700 4.043 0.068
H -3.609 6.706 2.645 0.038
H -0.896 7.048 3.802 0.095
H -1.626 5.618 3.086 0.112
H -1.294 5.048 0.738 0.083
H -2.543 6.257 0.764 0.088
H -1.455 7.649 -0.930 0.073
H -0.061 6.668 -0.872 0.055
H -1.385 5.882 -1.505 0.070
H 1.071 6.557 0.857 0.105
H 0.540 5.317 2.039 0.102
H 2.477 6.893 2.780 0.067
H 1.188 6.951 3.885 0.050
H 1.285 8.212 2.594 0.082
C -0.070 -3.775 0.914 -0.069
C 1.439 -3.847 1.182 -0.232
N 2.032 -4.974 0.469 -0.178
C 1.410 -6.229 0.792 -0.261
C 1.772 -6.743 2.252 -0.082
C 3.510 -5.067 0.456 -0.195
C 4.099 -3.750 -0.082 -0.115
H -0.450 -4.376 0.086 0.056
H -0.325 -2.781 0.526 0.046
H -0.763 -4.000 1.727 0.053
H 1.814 -2.862 0.915 0.089
H 1.644 -3.839 2.266 0.113
H 0.331 -6.409 0.792 0.101
H 1.715 -7.078 0.170 0.108
H 1.587 -5.984 3.003 0.058
H 1.290 -7.693 2.500 0.067
H 2.811 -7.074 2.186 0.055
H 3.673 -5.836 -0.302 0.118
H 3.956 -5.302 1.425 0.110
H 3.903 -2.933 0.604 0.085
H 3.665 -3.507 -1.047 0.042
H 5.178 -3.858 -0.212 0.094
C 0.748 -6.017 -6.682 -0.090
C 0.037 -5.985 -5.354 -0.237
N 0.769 -5.095 -4.403 -0.198
C 2.027 -5.611 -3.928 -0.255
C 2.960 -4.467 -3.548 -0.079
C -0.112 -4.442 -3.426 -0.242
C -1.219 -5.305 -2.753 -0.075
H 0.860 -5.040 -7.140 0.071
H 0.269 -6.720 -7.377 0.075
H 1.722 -6.515 -6.630 0.063
H -0.955 -5.549 -5.449 0.107
H -0.072 -6.938 -4.819 0.118
H 1.949 -6.479 -3.251 0.116
H 2.571 -6.068 -4.761 0.100
H 3.830 -4.772 -2.957 0.075
H 3.390 -4.020 -4.441 0.064
H 2.503 -3.707 -2.909 0.049
H -0.581 -3.563 -3.876 0.107
H 0.600 -4.165 -2.641 0.086
H -0.736 -6.201 -2.363 0.072
H -1.888 -5.609 -3.555 0.056
H -1.709 -4.717 -1.985 0.056
C 1.164 3.754 5.162 -0.084
C 2.210 4.213 6.184 -0.255
N 3.441 3.456 5.966 -0.217
C 4.150 3.963 4.802 -0.257
C 5.186 2.981 4.218 -0.086
C 4.270 3.390 7.181 -0.244
C 3.686 2.319 8.109 -0.083
H 1.091 4.369 4.258 0.043
H 0.151 3.974 5.532 0.075
H 1.214 2.704 4.901 0.063
H 2.438 5.295 6.205 0.118
H 1.797 4.077 7.185 0.100
H 4.707 4.853 5.124 0.117
H 3.448 4.142 3.994 0.102
H 6.040 2.920 4.899 0.055
H 5.438 3.296 3.211 0.066
H 4.856 1.939 4.223 0.073
H 5.293 3.155 6.896 0.102
H 4.228 4.371 7.674 0.113
H 2.633 2.520 8.266 0.058
H 3.994 1.330 7.779 0.071
H 4.147 2.379 9.104 0.069
C 0.389 -0.574 -1.078 -0.072
C -0.796 0.341 -0.727 -0.222
N -0.441 1.232 0.417 -0.164
C -0.547 2.632 0.023 -0.261
C 0.492 3.053 -1.018 -0.048
C -1.175 0.907 1.625 -0.245
C -0.252 1.108 2.843 -0.086
H 1.022 -0.619 -0.193 0.063
H 1.008 -0.174 -1.886 0.056
H 0.030 -1.558 -1.388 0.057
H -1.086 0.922 -1.607 0.107
H -1.650 -0.307 -0.500 0.095
H -1.558 2.914 -0.317 0.090
H -0.372 3.223 0.930 0.092
H 1.391 2.492 -0.724 0.077
H 0.287 2.618 -2.000 0.063
H 0.633 4.126 -1.036 0.062
H -1.406 -0.159 1.726 0.093
H -2.090 1.487 1.818 0.093
H 0.077 2.155 2.914 0.048
H 0.727 0.626 2.794 0.073
H -0.751 0.877 3.791 0.073

47
Properties=species:S:1:pos:R:3:nbo_charge:R:1 method="wB97M-V/def2-TZVPD" e_lumo_ev="-3.7 / -5.7" relative_energy_ev=0.907 multiplicity=5 s2=6.01 e_tot_ha=-2042.88210 charge=+1
Ir -0.114 0.522 0.382 1.699
Cl 6.037 0.111 4.268 0.050
C 4.729 -0.013 3.142 -0.075
C 5.000 -0.190 1.777 -0.125
C 3.978 -0.286 0.862 -0.252
C 2.640 -0.202 1.259 0.397
O 1.698 -0.329 0.325 -0.710
C 2.376 -0.021 2.631 -0.278
C 1.064 0.052 3.149 0.449
O -0.007 0.026 2.495 -0.641
C 3.440 0.061 3.563 -0.133
H 6.029 -0.254 1.449 0.247
H 4.180 -0.426 -0.191 0.245
H 0.973 0.116 4.238 0.176
H 3.222 0.183 4.617 0.238
O -0.148 4.216 -0.911 -0.550
C 0.142 3.073 -1.179 0.751
O 0.746 2.265 -0.340 -0.735
C -0.221 2.572 -2.550 -0.159
C -0.698 3.473 -3.494 -0.152
C -1.044 3.029 -4.760 -0.184
C -0.912 1.683 -5.049 0.029
C -0.430 0.769 -4.137 -0.206
C -0.075 1.226 -2.877 -0.156
N -1.294 1.199 -6.398 0.531
O -1.267 0.002 -6.585 -0.372
O -1.612 2.030 -7.216 -0.351
H -0.797 4.516 -3.233 0.256
H -1.418 3.707 -5.513 0.261
H -0.322 -0.266 -4.423 0.251
H 0.368 0.525 -2.176 0.194
C -4.751 2.280 0.728 -0.404
N -4.131 1.007 0.323 -0.379
C -4.856 -0.084 -0.050 0.146
C -4.277 -1.248 -0.416 -0.366
C -2.855 -1.314 -0.398 0.498
N -2.155 -0.235 -0.026 -0.675
C -2.772 0.927 0.329 0.769
O -2.043 1.875 0.644 -0.624
N -2.195 -2.411 -0.742 -0.717
H -5.825 2.197 0.597 0.223
H -4.360 3.087 0.114 0.245
H -4.515 2.490 1.768 0.237
H -5.930 0.039 -0.039 0.243
H -4.871 -2.100 -0.708 0.257
H -2.683 -3.244 -1.024 0.426
H -1.189 -2.436 -0.685 0.423

Please write out number 5 again, unchanged.
15
Properties=species:S:1:pos:R:3:nbo_charge:R:1 method="wB97M-V/def2-TZVPD" e_lumo_ev="-3.6 / -9.0" relative_energy_ev=4.599 multiplicity=3 s2=2.02 e_tot_ha=-361.87851 charge=+1
C 2.550 -0.552 1.666 0.631
C 1.947 0.386 0.657 0.159
C -0.543 1.190 -0.006 -0.421
C 0.031 -1.308 -0.131 -0.465
N 0.114 -0.024 0.538 -0.440
O 3.105 -1.480 2.072 -0.214
O 2.062 0.640 2.031 -0.357
H 2.103 1.155 -0.076 0.246
H -0.425 2.098 0.433 0.241
H -0.084 1.147 -1.006 0.219
H -1.697 0.929 -0.073 0.253
H 0.900 -2.066 0.002 0.246
H -0.871 -1.819 0.271 0.239
H -0.164 -1.215 -1.220 0.241
H 0.034 -0.207 1.602 0.422